Record 1
The following is a DFT calculation (ωB97M-V/def2-TZVPD) of a molecular structure, C26H63InO2PS.

Orbital gap = 6.657 eV
Total charge = -1
E_LUMO = 2.5 eV
Max |F| = 0.27 eV/Å
Energy = -57378.2711 eV

The geometry in XYZ format:
```
94
C26H63InO2PS | OMol25 | ωB97M-V/def2-TZVPD
In -1.427 -1.386 2.243
S -1.230 -2.202 -0.216
P -0.670 1.028 2.246
O -2.092 -3.376 -0.442
O -1.405 -1.070 -1.148
C 1.755 4.976 -5.294
C 2.991 -3.310 6.997
C -1.473 -1.977 6.753
C -1.379 0.555 -5.464
C 3.795 -0.803 8.638
C 0.430 -2.815 -0.591
C 2.361 -1.311 8.494
C -2.592 -2.171 5.733
C 2.542 -2.639 5.704
C -2.226 -1.966 -7.046
C 4.555 -1.446 9.793
C 3.848 5.071 -6.754
C 1.140 0.844 1.791
C -0.872 -0.085 -4.178
C 2.538 5.743 -6.360
C 1.342 3.560 -5.698
C 2.235 -2.812 8.229
C -2.829 0.198 -5.788
C -3.089 -1.298 -5.976
C 0.513 3.472 -6.978
C -2.413 -1.374 -8.438
C -3.524 -1.768 2.731
C -3.045 -0.857 5.105
C -4.059 -1.049 3.977
C -0.805 4.235 -6.903
C -1.333 1.715 0.650
H -2.244 -2.848 4.948
H -1.076 2.774 0.568
H 5.560 -1.030 9.888
H -2.422 1.634 0.651
H -1.178 -2.921 7.219
H 1.515 -0.154 2.028
H 1.868 -0.758 7.691
H -2.464 -3.033 -7.070
H 1.471 -2.777 5.542
H 4.492 4.934 -5.883
H -3.638 -2.851 2.826
H -0.644 5.306 -6.765
H -4.145 -1.439 -6.233
H -1.412 3.882 -6.066
H 2.231 2.933 -5.807
H -2.168 -0.323 4.719
H -4.454 -0.068 3.693
H 4.035 -1.283 10.740
H -3.454 -2.655 6.208
H 3.059 -3.055 4.838
H 0.767 3.119 -4.877
H 1.056 -1.973 -0.881
H -0.589 -1.552 6.272
H 2.842 -4.390 6.916
H 2.570 -3.372 9.108
H -2.938 -1.812 -5.025
H 3.769 0.280 8.781
H -3.469 -0.213 5.885
H -1.775 -1.292 7.551
H 2.746 6.749 -5.984
H 2.735 -1.565 5.714
H 1.916 5.879 -7.250
H -3.468 0.556 -4.974
H 1.173 -3.046 8.107
H 4.396 5.667 -7.485
H 1.753 1.564 2.337
H 0.151 0.226 -3.957
H -1.303 1.643 -5.380
H -0.732 0.274 -6.303
H -1.172 -1.900 -6.761
H 4.067 -3.165 7.135
H -0.972 1.170 -0.223
H 4.658 -2.524 9.655
H -0.874 -1.175 -4.231
H 0.834 -3.311 0.292
H 3.677 4.087 -7.194
H -2.124 -0.322 -8.468
H 1.281 1.013 0.721
H -0.262 -2.317 3.184
H -1.811 -1.901 -9.180
H 0.867 5.553 -5.023
H -1.390 4.106 -7.815
H -4.118 -1.488 1.857
H 4.340 -0.970 7.705
H 1.093 3.837 -7.832
H -3.143 0.745 -6.684
H -4.911 -1.607 4.394
H -1.487 0.181 -3.318
H 2.362 4.914 -4.385
H 0.316 -3.529 -1.407
H -3.459 -1.437 -8.750
H 1.806 -1.071 9.407
H 0.308 2.418 -7.180
```

***

Record 2
The following is a DFT calculation (ωB97M-V/def2-TZVPD) of a molecular structure, C41H46AsNO7W.

Orbital gap (spin up / spin down) = 5.472 / 5.360 eV
Total charge = +4
Multiplicity = 3
Energy above the lowest of the compared OMol25 structures with the same formula, charge and spin = 0.575 eV
E_LUMO (spin up / spin down) = -11.7 / -11.8 eV
Max |F| = 0.59 eV/Å
Energy = -121710.3442 eV

The geometry in XYZ format:
```
97
C41H46AsNO7W | OMol25 | ωB97M-V/def2-TZVPD
W -1.081 0.219 0.259
As -2.653 -1.036 -1.511
O -1.483 -0.062 2.410
O 6.532 3.374 -0.200
O -1.436 2.272 -0.500
O -0.725 2.452 1.971
O -3.159 0.829 0.755
O -0.015 0.267 -1.696
O 0.814 0.290 0.644
N 4.506 1.830 0.048
C -1.530 -3.124 -4.939
C -2.371 -1.576 -3.325
C -0.869 0.744 3.484
C -5.590 -1.231 -1.069
C 3.381 1.474 0.580
C 5.757 1.187 -0.114
C -0.782 -4.170 1.380
C -2.652 -2.950 0.479
C -4.308 -1.641 -0.745
C -0.981 3.715 1.387
C 7.579 4.345 -0.418
C 2.509 -1.739 3.196
C 5.924 -0.193 -0.233
C -6.665 -1.797 -0.391
C -1.733 -2.201 -0.309
C -0.699 3.467 -0.068
C 4.079 -0.199 2.261
C -3.812 0.411 1.982
C 3.098 0.306 1.398
C 7.180 -0.701 -0.469
C -2.956 -0.806 -4.329
C 1.791 -0.218 1.469
C -0.356 -2.435 -0.234
C -6.444 -2.750 0.598
C 8.267 0.171 -0.594
C -2.160 -3.933 1.314
C 1.516 -1.245 2.361
C -1.168 2.204 3.292
C -2.842 -0.506 2.689
C -4.067 -2.606 0.246
C -2.823 -1.213 -5.648
C 6.839 2.069 -0.280
C -2.816 2.503 -0.905
C -3.743 2.027 0.188
C 8.105 1.542 -0.510
C 3.791 -1.209 3.157
C -1.660 -2.737 -3.611
C -5.154 -3.157 0.919
C 0.113 -3.434 0.626
C -2.107 -2.366 -5.950
C -0.193 0.937 -2.986
H -2.233 2.437 3.397
H -0.417 -4.970 2.012
H 9.255 -0.231 -0.771
H 0.393 1.853 -3.001
H 0.118 0.255 -3.772
H -2.006 -2.681 -6.979
H 0.330 -1.993 -0.945
H 8.348 4.246 0.345
H 0.518 -1.656 2.411
H -7.676 -1.507 -0.645
H -3.529 0.086 -4.100
H -2.908 -1.524 2.327
H -2.015 4.034 1.557
H -3.837 2.763 0.987
H 2.276 -2.538 3.888
H -0.972 4.296 -0.717
H 1.169 -3.665 0.660
H -1.234 -3.351 -2.828
H 5.074 0.225 2.241
H 0.926 0.244 -1.463
H 7.327 -1.766 -0.570
H 4.557 2.791 -0.298
H 5.074 -0.857 -0.158
H -5.011 -3.915 1.678
H -4.736 1.790 -0.200
H -2.962 1.950 -1.829
H -4.742 -0.103 1.731
H 0.199 0.565 3.399
H 8.004 4.223 -1.414
H -2.963 3.564 -1.100
H -7.286 -3.191 1.113
H -4.029 1.305 2.567
H -0.615 2.794 4.028
H -0.321 4.494 1.779
H -2.830 -4.557 1.892
H 2.583 2.196 0.448
H -5.771 -0.511 -1.859
H -3.284 -0.635 -6.437
H -1.247 1.162 -3.093
H 8.959 2.193 -0.628
H 0.349 3.215 -0.217
H 7.100 5.314 -0.339
H -3.014 -0.496 3.764
H -1.230 0.355 4.434
H 4.557 -1.578 3.825
H -0.991 -4.030 -5.181
```

***

Which formula does entry 1 have?
C26H63InO2PS

***

Number 2 is which compound?
C41H46AsNO7W

***

The lowest max |F| belongs to which entry?
C26H63InO2PS

***

The lowest max |F| belongs to which entry?
C26H63InO2PS